This record from the Open Molecules 2025 dataset describes a structure of composition C32H45CsN6O3S6 at a distorted geometry. The level of theory is wB97M-V/def2-TZVPD.

Values from the calculation:
frontier orbital gap = 0.151 Ha
total charge = -2
HOMO = -0.0317 hartree

CARTESIAN COORDINATES (ANGSTROEM)
1 H -3.326 -2.481 5.083
2 N -0.900 1.608 -3.800
3 H 3.184 2.826 6.215
4 H 6.423 -4.853 2.425
5 H -3.887 -3.597 3.815
6 Cs 0.028 -0.866 -0.601
7 C 1.507 4.404 1.433
8 H 2.150 6.359 0.823
9 H -5.349 -2.187 2.101
10 H -0.493 2.995 3.316
11 H 4.652 -5.008 -1.469
12 H -1.695 6.578 -0.712
13 H 1.443 2.594 6.532
14 H 2.472 3.969 1.168
15 H -0.162 -0.811 4.078
16 C 5.019 -3.310 1.996
17 C 5.752 -4.456 1.676
18 H 1.487 4.576 2.509
19 H -2.387 3.779 -2.414
20 H -1.593 4.887 -3.547
21 C 2.874 0.596 3.953
22 S 1.995 2.094 4.252
23 O -2.197 -0.192 2.361
24 H -1.166 -5.151 -5.395
25 S -2.110 -3.685 -0.890
26 N 3.517 -1.031 2.506
27 H 1.724 0.150 6.555
28 C 0.527 -4.227 -4.424
29 N 2.830 0.082 2.817
30 C 1.307 5.688 0.648
31 C -1.609 -4.510 -3.408
32 S -3.104 3.697 0.680
33 C -1.516 3.910 -3.062
34 H 6.200 -5.949 0.223
35 C -1.110 -3.877 -2.246
36 H -5.048 -2.504 4.599
37 C 4.149 -2.764 1.032
38 S 0.268 3.117 1.053
39 C 5.622 -5.059 0.442
40 N -3.727 -1.601 3.245
41 H 4.558 -1.963 3.227
42 N -2.157 -0.593 4.644
43 C 4.758 -4.531 -0.504
44 C 0.928 -3.613 -3.253
45 H -0.295 -0.796 -6.064
46 C 3.341 -1.520 1.265
47 C -0.450 -0.514 -5.021
48 H -1.715 1.306 -6.985
49 C 4.033 -3.395 -0.202
50 C -1.429 2.819 -4.086
51 H -0.627 3.901 -2.429
52 H 1.948 -3.249 -3.156
53 C -2.274 2.934 2.116
54 C -3.019 0.244 5.459
55 C -4.013 -2.599 4.247
56 C -1.456 5.874 0.086
57 H -2.638 -4.842 -3.404
58 H -0.913 4.547 2.572
59 C 2.624 0.770 6.552
60 O 5.180 -2.772 3.212
61 H 3.354 -2.965 -0.925
62 H -2.308 3.721 -5.912
63 H -4.342 -0.914 1.373
64 C -0.974 0.887 -4.941
65 H -2.621 5.707 1.921
66 C -4.326 -1.840 1.944
67 C -2.660 -0.768 3.322
68 C -2.708 5.481 0.859
69 C -0.781 -0.123 4.652
70 H 0.502 -0.589 -4.491
71 H -4.060 -0.013 5.277
72 S -0.166 6.668 1.120
73 S 3.838 0.022 5.413
74 C -0.894 3.469 2.416
75 H 3.070 0.782 7.548
76 H -0.437 -0.102 5.687
77 H -2.929 3.068 2.982
78 C -1.843 2.882 -5.412
79 H -3.582 6.001 0.468
80 H -2.220 1.873 1.860
81 C 2.328 2.167 6.059
82 H -3.767 -2.585 1.371
83 C -1.548 1.631 -5.966
84 H -2.789 0.085 6.515
85 H -1.139 -1.239 -4.576
86 H 1.225 5.489 -0.421
87 C -0.794 -4.675 -4.495
88 N 0.158 -3.431 -2.196
89 O 2.629 -1.041 0.377
90 H -0.989 4.990 -0.345
91 H -2.878 1.312 5.232
92 H -0.677 0.874 4.214
93 H 1.208 -4.348 -5.256

Forces on atoms 1 to 6 (eV/Å):
-0.115 -0.079 -0.051
0.187 -0.134 0.464
-0.076 -0.076 0.110
0.023 -0.017 0.063
-0.013 -0.002 0.052
-0.429 0.325 -0.143


This record from the Open Molecules 2025 dataset describes a structure of composition C32H46BrN3P2Sn at a distorted geometry. The level of theory is wB97M-V/def2-TZVPD.

Values from the calculation:
frontier orbital gap (alpha / beta) = 0.160 / 0.147 Ha
total charge = +4
ΔE to the lowest compared entry with this formula, charge and spin = 54.88 kcal per mole
HOMO (alpha / beta) = -0.6905 / -0.6897 hartree

CARTESIAN COORDINATES (ANGSTROEM)
1 H 0.950 0.866 5.882
2 C -3.179 2.066 -2.150
3 C 2.606 -0.035 -3.194
4 H 3.362 0.434 -5.134
5 C -0.817 2.527 -1.982
6 H -3.419 -0.630 4.711
7 H -5.947 0.140 0.558
8 N -4.590 -1.443 3.201
9 H 1.816 0.711 -3.411
10 C 0.735 -1.110 2.287
11 H 0.832 3.412 5.542
12 N 0.837 -0.828 3.599
13 N 0.487 -0.002 1.572
14 C 0.456 1.052 2.487
15 C -4.544 2.372 -0.092
16 H -1.975 -2.147 2.048
17 Br 1.015 2.860 -3.041
18 P -0.374 -2.386 -0.611
19 H 2.450 -2.926 0.436
20 H 0.886 -2.104 1.890
21 H -2.458 -3.605 -0.640
22 H -3.314 -3.220 1.689
23 H 6.498 -1.170 -1.306
24 C -1.042 3.380 -0.865
25 H 5.791 0.028 -2.391
26 H -3.384 1.670 3.741
27 C -2.314 3.455 -0.338
28 H -2.490 4.063 0.551
29 H -1.675 -3.884 1.805
30 C 0.720 2.723 4.701
31 C 5.713 -0.409 -1.386
32 C -4.434 2.331 1.289
33 C -4.647 1.123 2.036
34 H 4.227 -1.916 -1.854
35 H -1.381 -2.354 -4.264
36 H -2.523 -2.259 -2.907
37 H -5.428 1.977 -0.607
38 H 0.249 -3.958 1.137
39 H 0.452 4.344 3.309
40 H -4.018 3.188 1.821
41 C 0.350 2.424 2.300
42 C -0.496 -2.898 -2.359
43 H 5.043 2.253 -2.064
44 C 3.402 1.694 -0.719
45 H 1.033 -1.505 4.338
46 H -2.695 -1.870 -0.311
47 C -2.100 -2.756 -0.035
48 H 2.172 -1.032 -3.399
49 C 0.795 1.336 4.904
50 H -1.288 -0.991 -3.127
51 C -1.918 1.978 -2.709
52 H 4.459 -0.607 -4.223
53 C -5.367 0.045 1.472
54 H 3.459 2.996 -2.474
55 C -2.260 -3.025 1.456
56 C 3.770 0.244 -4.131
57 H 0.101 -4.736 -0.444
58 H 5.928 0.372 -0.647
59 C 0.674 0.538 3.781
60 H -0.218 3.969 -0.468
61 H 4.264 -1.468 -0.133
62 C 4.112 2.666 -1.654
63 H 2.482 -4.688 0.373
64 C -5.303 -1.207 2.094
65 H 4.333 1.139 -3.834
66 P 2.913 0.035 -1.376
67 C -1.479 -2.075 -3.202
68 Sn 0.084 0.634 -1.083
69 H 4.370 3.566 -1.078
70 H -4.036 1.593 -2.627
71 H 0.158 2.796 1.290
72 C -3.944 0.878 3.247
73 H -1.743 1.521 -3.681
74 C 0.498 3.259 3.415
75 H -5.853 -2.060 1.692
76 H -0.787 -3.960 -2.351
77 C 0.513 -3.858 0.075
78 H 2.341 -3.760 -1.125
79 C 4.356 -1.070 -1.159
80 C -3.388 2.695 -0.890
81 H 0.517 -2.830 -2.786
82 H 4.053 1.491 0.150
83 C -3.942 -0.420 3.775
84 H 2.482 2.155 -0.316
85 C 2.025 -3.797 -0.077

Forces on atoms 1 to 6 (eV/Å):
0.023 0.484 -0.290
-0.279 -0.284 0.045
-0.977 0.236 0.002
0.116 -0.104 0.243
0.503 2.032 -1.869
-0.115 0.033 -0.305


This record from the Open Molecules 2025 dataset describes a cluster of 9 separate species, C32H46Cl2N12O5P3 in total at a distorted geometry. The level of theory is wB97M-V/def2-TZVPD.

Values from the calculation:
frontier orbital gap = 0.079 Ha
total charge = +1
HOMO = -0.2388 hartree

CARTESIAN COORDINATES (ANGSTROEM)
1 H -1.697 3.838 0.760
2 H 2.301 8.637 -2.598
3 C -2.594 -1.661 -2.893
4 C 2.693 -3.167 0.930
5 O 5.537 -1.515 -1.685
6 C -8.289 -1.574 5.247
7 H 2.198 -3.199 1.970
8 C -9.215 -5.654 1.951
9 C -2.056 2.913 1.347
10 H -0.259 0.576 2.623
11 C -0.501 -0.057 1.678
12 H 4.094 -1.976 -4.400
13 P 1.275 1.822 0.075
14 H 6.786 -1.443 -6.167
15 H 0.686 7.899 -2.517
16 H -1.198 2.592 2.043
17 H 9.806 1.401 1.093
18 O 4.225 -1.061 -4.050
19 Cl 1.778 -0.517 2.775
20 H -5.428 -6.620 4.690
21 C -1.633 1.329 -0.420
22 Cl 1.266 2.355 -1.995
23 C 4.952 3.130 1.201
24 C 9.484 2.012 0.248
25 C 1.444 8.444 -1.951
26 N 0.422 10.776 -1.061
27 H 5.719 -0.849 -0.968
28 H -4.901 -5.821 3.190
29 H -9.078 0.414 5.298
30 N -7.347 -2.373 5.198
31 H -10.384 -4.136 2.899
32 N 1.954 -2.277 -0.043
33 H 8.730 1.465 -0.321
34 H 5.703 3.651 1.799
35 H 5.499 -1.513 -7.392
36 O 1.080 3.316 0.895
37 C -2.376 -2.457 -4.150
38 H 4.850 3.637 0.239
39 N 3.597 6.016 -2.089
40 N 5.678 0.572 0.809
41 H 1.220 -2.074 -2.489
42 C -3.063 -0.374 2.704
43 H -10.109 -0.763 4.451
44 C -0.292 0.718 0.247
45 H -5.733 -3.032 2.201
46 H -3.680 -4.016 0.633
47 H 4.354 5.253 -5.141
48 N -6.790 -3.660 4.720
49 O 3.714 0.352 -1.893
50 P 2.403 -2.492 -1.776
51 C -9.447 -0.614 5.309
52 C 4.247 -2.784 1.128
53 H -11.331 -5.368 2.034
54 C 8.907 3.308 0.746
55 O -2.602 1.853 0.522
56 C 5.528 -2.597 1.341
57 N -2.769 -1.028 -1.895
58 H -2.919 3.265 2.044
59 C -2.134 -2.289 1.062
60 C 3.773 5.388 -3.088
61 H 3.994 3.164 1.725
62 H -1.629 -3.233 -3.973
63 H 6.674 -2.586 1.290
64 C -6.335 -4.714 4.329
65 C 6.197 -0.854 -6.873
66 H 3.058 4.133 -4.663
67 H -10.576 -5.761 3.595
68 C 3.994 4.596 -4.346
69 H -2.163 0.444 -0.970
70 H -1.355 -2.758 0.367
71 P 3.992 -1.101 -2.329
72 H 2.662 -4.230 0.459
73 C -5.756 -6.015 3.841
74 C -3.518 -3.042 1.211
75 N 8.453 4.345 1.140
76 N -8.228 -6.013 1.385
77 C -1.874 -0.932 1.804
78 H -5.290 -0.648 3.506
79 C -10.457 -5.200 2.666
80 H -1.444 2.130 -1.224
81 H -3.312 -2.927 -4.458
82 H -2.997 0.634 3.273
83 N 0.174 -0.499 -0.543
84 N 7.829 0.340 -8.656
85 C 1.000 -1.392 0.290
86 H -10.014 -0.778 6.227
87 H -2.026 -1.801 -4.949
88 H 1.766 7.833 -1.106
89 H -6.512 -6.568 3.281
90 C -4.713 -2.495 2.106
91 H 4.735 3.814 -4.167
92 H 5.633 -0.099 -6.322
93 C 7.107 -0.188 -7.868
94 H 10.342 2.211 -0.396
95 C 5.364 1.709 0.984
96 H 0.723 4.002 0.267
97 C -4.457 -1.129 2.854
98 C 0.874 9.745 -1.455
99 H -0.552 -0.982 -1.100
100 N 0.565 -1.129 1.675

Forces on atoms 1 to 6 (eV/Å):
-0.564 -1.474 0.565
-0.096 0.008 0.137
-0.539 1.894 2.945
1.982 -0.943 0.968
-3.197 0.202 -1.243
0.242 -1.735 -0.459


This record from the Open Molecules 2025 dataset describes a cluster of 7 separate species, C32H46Cl2N7 in total at a distorted geometry. The level of theory is wB97M-V/def2-TZVPD.

Values from the calculation:
frontier orbital gap = 0.188 Ha
total charge = +1
HOMO = -0.3313 hartree

CARTESIAN COORDINATES (ANGSTROEM)
1 H 7.506 5.541 -7.487
2 N 0.617 -0.801 -3.317
3 H -2.162 -2.877 3.115
4 C 0.247 -0.481 0.054
5 C -0.196 -1.892 -3.479
6 H 3.913 -0.762 2.790
7 H -0.360 -3.357 -5.103
8 H 0.214 -1.420 2.091
9 C -3.558 -0.253 -2.146
10 C -3.932 -2.865 6.105
11 N 5.839 6.115 -6.279
12 H 4.553 8.710 -7.792
13 H 2.147 0.134 -4.480
14 H 0.713 -1.224 -0.579
15 C -4.828 -0.780 -2.214
16 H 2.204 0.192 1.216
17 Cl -8.099 -4.078 6.709
18 C -1.331 -2.203 5.130
19 H -6.313 -5.957 4.524
20 C -3.207 -1.484 6.706
21 H -3.438 -1.334 7.853
22 H -0.854 -3.259 5.297
23 N -1.721 -1.659 6.486
24 N 4.595 1.341 -3.573
25 C 5.440 1.457 -4.646
26 H -2.523 0.676 -0.543
27 H -2.586 -1.071 3.457
28 C 3.642 2.323 -3.638
29 H -5.181 -3.893 7.718
30 H 3.309 3.935 -5.087
31 H -3.564 -0.537 6.075
32 C 5.397 0.055 1.321
33 H -6.633 -3.461 4.799
34 Cl -6.242 -1.630 7.458
35 C -0.740 1.404 0.784
36 H -4.823 -5.681 5.701
37 C -2.504 -2.138 3.987
38 H 1.616 -1.879 -6.236
39 C 0.007 -0.610 1.404
40 C 6.269 7.306 -8.106
41 C -5.429 -0.598 -0.945
42 H -5.275 -1.245 -3.083
43 H -1.195 2.376 0.921
44 H -1.391 -2.346 7.230
45 H 5.894 1.149 -0.568
46 H -4.561 0.357 0.890
47 C 0.109 -2.474 -4.690
48 H 2.874 2.400 -2.880
49 H 3.187 1.351 -0.783
50 C 5.154 0.765 0.121
51 H -4.733 -1.760 4.278
52 H 4.664 0.639 -2.847
53 C 1.431 -0.674 -4.412
54 H -0.895 0.723 2.788
55 C 5.131 7.855 -7.467
56 C -5.986 -5.576 5.595
57 H -0.919 -2.162 -2.721
58 C -5.397 -3.162 6.799
59 C -0.226 0.794 -0.338
60 H 0.616 -0.185 -2.514
61 H -1.215 -0.753 6.719
62 H -0.446 -1.506 4.737
63 C 3.887 3.081 -4.761
64 C 4.886 7.098 -6.343
65 H 6.262 0.767 -4.781
66 C 6.684 6.231 -7.352
67 H -3.271 -3.833 6.326
68 H -2.774 -0.186 -2.888
69 C -6.435 -4.010 5.818
70 H 6.735 7.657 -9.017
71 H -0.194 1.221 -1.332
72 C 4.174 -0.239 1.880
73 H 5.908 5.413 -5.553
74 C -4.506 0.035 -0.141
75 C 3.789 0.883 -0.016
76 N -3.369 0.236 -0.880
77 H -6.530 -6.265 6.376
78 C 1.139 -1.703 -5.280
79 N -0.599 0.540 1.838
80 H 5.491 2.882 -6.312
81 H -6.426 -0.895 -0.649
82 H 6.362 -0.213 1.734
83 H -4.402 -3.581 3.882
84 C -3.980 -2.664 4.475
85 N 3.200 0.264 1.057
86 H 4.118 7.175 -5.586
87 C 5.025 2.532 -5.400

Forces on atoms 1 to 6 (eV/Å):
-0.128 0.147 0.002
0.024 0.111 0.028
-0.461 1.726 1.959
-0.037 -0.387 0.260
-0.131 -0.228 0.018
0.097 0.070 -0.141


This record from the Open Molecules 2025 dataset describes a structure of composition C32H46N10ORe. The level of theory is wB97M-V/def2-TZVPD.

Values from the calculation:
frontier orbital gap (alpha / beta) = 0.235 / 0.225 Ha
total charge = +4
ΔE to the lowest compared entry with this formula, charge and spin = 0.00 kcal per mole
HOMO (alpha / beta) = -0.6792 / -0.6858 hartree
multiplicity = 2

CARTESIAN COORDINATES (ANGSTROEM)
1 H -3.444 1.434 -1.886
2 C -1.078 1.870 -4.870
3 C 0.157 3.890 0.795
4 N -0.911 0.774 -1.332
5 H 2.769 -1.077 0.714
6 C -1.731 0.930 -0.161
7 C 0.826 -0.187 2.605
8 H 1.834 1.541 4.833
9 C 0.208 -3.518 0.562
10 C -2.441 2.113 -5.038
11 C -3.343 1.556 2.045
12 H 3.929 0.346 2.385
13 C 2.546 -2.852 -0.286
14 H 3.376 -1.088 -0.778
15 N 1.523 0.683 -2.605
16 C 1.712 -3.514 0.815
17 N 2.548 -1.345 -0.243
18 C -0.546 1.478 -3.655
19 H -3.252 -0.492 -0.673
20 C -2.771 1.535 -2.722
21 C -0.160 -3.945 -0.851
22 H -4.052 2.940 3.534
23 C 0.652 -3.225 -1.921
24 H -2.495 2.025 -7.181
25 H -2.171 -0.693 3.544
26 N -0.431 -4.504 1.531
27 H -0.313 -4.212 2.504
28 H 1.620 -0.345 6.391
29 H 0.417 -3.705 -2.873
30 C -2.977 2.554 -6.359
31 H -4.330 2.179 -4.016
32 H 0.758 -1.496 -2.941
33 H -1.436 -4.611 1.361
34 H 2.713 -2.829 -2.442
35 C -2.110 2.183 1.865
36 H 3.269 0.533 4.680
37 H 1.927 5.127 0.361
38 H 0.064 -5.010 -0.978
39 H -1.489 -1.073 1.967
40 N 1.947 0.375 3.084
41 H 1.457 2.561 -5.240
42 C 3.027 1.569 -4.026
43 H -0.219 -2.547 0.812
44 H -1.436 -2.261 3.318
45 H -0.699 -1.713 -2.304
46 C 2.191 0.553 4.534
47 H 3.221 1.950 2.573
48 C 0.060 -0.577 4.940
49 N -0.091 2.583 0.570
50 H 1.937 -3.074 1.790
51 C 1.898 2.973 -0.175
52 C -3.717 0.562 1.138
53 Re 0.780 0.035 -0.791
54 C -2.918 0.240 0.053
55 H -4.046 1.258 4.054
56 N 0.294 -1.774 -2.075
57 H -0.466 0.312 5.296
58 N 0.989 2.003 -0.032
59 N 0.869 1.403 -3.553
60 H 2.725 0.958 1.216
61 H -0.013 -5.438 1.442
62 H 1.993 -1.503 5.122
63 C -4.227 1.919 3.202
64 H -1.780 2.931 2.578
65 C 3.011 0.927 2.259
66 H 2.428 -4.402 -1.754
67 C -1.312 1.880 0.775
68 C -1.356 -1.205 3.034
69 H -0.592 4.530 1.235
70 C -1.400 1.238 -2.547
71 H -2.774 3.620 -6.498
72 H -5.278 1.819 2.937
73 C 1.423 4.175 0.336
74 C -3.274 1.962 -3.923
75 N -0.085 -0.665 3.474
76 H 2.066 -4.551 0.848
77 C 1.518 -0.541 5.325
78 C 2.829 0.776 -2.904
79 H 2.853 2.763 -0.632
80 H -4.662 0.049 1.273
81 C 1.765 1.944 -4.414
82 H -0.436 1.994 -5.731
83 O 0.605 -0.326 1.345
84 H -0.440 -1.446 5.368
85 C 2.145 -3.351 -1.666
86 H 3.571 0.288 -2.295
87 H -4.052 2.411 -6.424
88 H 3.959 1.831 -4.499
89 H -1.232 -3.829 -1.029
90 H 3.576 -3.158 -0.097

Forces on atoms 1 to 6 (eV/Å):
-0.017 0.018 -0.031
0.055 -0.036 0.021
-0.070 0.003 -0.015
-0.176 0.066 0.092
0.035 -0.024 0.052
-0.034 0.140 -0.083


Question: total charge of number 1 (C32H45CsN6O3S6)?
Answer: -2


Question: The lowest total charge belongs to which entry?
Answer: C32H45CsN6O3S6


Question: Number 2 is which compound?
Answer: C32H46BrN3P2Sn